The following is a quantum chemistry calculation of a molecular structure, C25H24Br2ClN4O3PbSSbSe4, from OMol25.

Output
- multiplicity = 1
- net charge = -2
- orbital gap (eV) = 4.86
- LUMO (eV) = 3.530
- energy (eV) = -475037.411
- relative energy (zero: lowest compared OMol25 entry of this formula, charge and spin) (kcal per mole) = 20.5

Structure (XYZ):
```
66
Properties=species:S:1:pos:R:3:forces:R:3:nbo_charge:R:1
Pb -1.649 -1.621 1.168 0.1 0.2 0.1 0.910
C -1.529 3.377 3.646 0.0 0.0 0.0 -0.639
C -0.516 2.384 4.138 0.0 0.0 0.0 -0.052
C 0.467 2.713 5.063 0.0 0.0 0.0 -0.174
C 1.400 1.767 5.450 0.0 0.0 0.0 -0.288
C 1.296 0.512 4.872 0.0 0.0 0.0 0.156
Br 2.567 -0.824 5.380 0.0 0.0 0.0 0.013
N 0.386 0.160 4.000 0.0 0.0 0.0 -0.417
C -0.509 1.082 3.647 0.0 0.1 0.0 0.070
H -1.604 4.229 4.324 0.0 0.0 0.0 0.198
H -2.511 2.920 3.537 0.0 0.0 0.0 0.253
H -1.258 3.752 2.656 0.0 0.0 0.0 0.230
H 0.503 3.713 5.483 0.0 0.0 0.0 0.204
H 2.177 1.984 6.168 0.0 0.0 0.0 0.221
H -1.259 0.783 2.921 0.0 -0.1 0.1 0.222
Se -4.618 -2.647 3.078 0.0 0.0 0.0 -0.389
Sb -4.788 -4.445 1.170 0.0 0.0 0.0 0.666
Se -2.334 -2.562 3.587 0.0 -0.1 0.0 -0.509
Se -3.129 -3.205 -0.416 0.0 0.0 -0.1 -0.923
Se -3.618 -6.413 1.954 0.0 0.0 0.0 -0.871
C 0.240 -4.709 -2.161 0.0 0.0 0.0 -0.662
C 0.270 -3.487 -3.024 0.0 0.0 0.0 -0.029
C 0.679 -3.497 -4.350 0.0 0.0 0.0 -0.169
C 0.673 -2.329 -5.102 0.0 0.0 0.0 -0.293
C 0.232 -1.186 -4.469 0.0 0.0 0.0 0.150
Br 0.176 0.461 -5.451 0.0 0.0 0.0 -0.012
N -0.164 -1.125 -3.220 0.0 0.0 0.0 -0.495
C -0.133 -2.254 -2.510 0.0 0.0 0.0 0.139
H 0.626 -5.575 -2.701 0.0 0.0 0.0 0.190
H -0.779 -4.914 -1.826 0.0 0.0 0.0 0.260
H 0.843 -4.542 -1.267 0.0 0.0 0.0 0.283
H 1.008 -4.426 -4.802 0.0 0.0 0.0 0.207
H 0.988 -2.307 -6.135 0.0 0.0 0.0 0.219
H -0.454 -2.192 -1.479 0.0 0.0 0.0 0.212
S -3.802 1.613 1.190 0.0 0.1 0.1 -0.187
C -2.952 2.129 -0.138 -0.1 -0.1 -0.1 0.217
N -2.513 1.181 -1.049 0.0 0.0 0.1 -0.533
C -1.825 1.455 -2.166 0.0 0.0 0.0 0.120
C -1.563 2.759 -2.467 0.0 0.0 0.0 -0.378
C -2.009 3.706 -1.528 0.0 0.0 0.0 0.117
N -2.656 3.434 -0.422 0.0 0.0 0.0 -0.487
H -2.716 0.214 -0.808 0.0 0.0 0.0 0.455
H -1.492 0.600 -2.747 0.0 0.1 0.0 0.268
H -1.008 3.031 -3.351 0.0 0.0 0.0 0.236
H -1.801 4.760 -1.699 0.0 0.0 0.0 0.182
C 0.697 2.464 0.635 0.0 0.0 0.0 -0.650
C 1.512 1.792 -0.430 0.0 0.0 0.0 0.033
C 1.847 2.439 -1.606 0.0 0.0 0.0 -0.249
C 2.588 1.788 -2.581 0.0 0.0 0.0 -0.064
Cl 3.016 2.654 -4.042 0.0 0.0 0.0 -0.051
C 2.993 0.482 -2.406 0.0 0.0 0.0 -0.218
C 2.678 -0.182 -1.225 0.0 0.0 0.0 -0.293
C 1.954 0.474 -0.234 0.0 0.0 -0.1 0.294
O 1.628 -0.070 0.961 0.0 0.0 0.0 -0.489
C 2.263 -1.302 1.320 0.0 0.0 0.0 -0.181
C 1.678 -2.523 0.579 0.0 0.1 0.2 0.761
O 2.455 -3.201 -0.105 0.0 0.0 0.0 -0.719
O 0.444 -2.733 0.763 -0.1 -0.2 -0.2 -0.816
H 0.465 3.492 0.357 0.0 0.0 0.0 0.203
H 1.225 2.461 1.591 0.0 0.0 0.0 0.226
H -0.239 1.925 0.804 0.0 0.0 0.0 0.232
H 1.530 3.462 -1.765 0.0 0.0 0.0 0.210
H 3.545 -0.026 -3.185 0.0 0.0 0.0 0.220
H 2.974 -1.215 -1.094 0.0 0.0 0.0 0.267
H 2.068 -1.412 2.386 0.0 0.0 0.0 0.219
H 3.336 -1.228 1.136 0.0 0.0 0.0 0.177
```
Positions in Å, forces in eV/Å.

The following is a quantum chemistry calculation of C25H24BrFN4O4 in the gas phase in a non-equilibrium geometry, from OMol25.

Output
- multiplicity = 1
- orbital gap (eV) = 7.73
- SMILES = NC(=O)C[C@H](NC(=O)Cc1ccc(Br)cc1)c1ccc(NCCc2cccc(F)c2)c([N+](=O)[O-])c1
- LUMO (eV) = -0.349
- energy (eV) = -113224.591
- relative energy (zero: lowest compared OMol25 entry of this formula, charge and spin) (kcal per mole) = 2.0

Structure (XYZ):
```
59
Properties=species:S:1:pos:R:3:forces:R:3:nbo_charge:R:1
N 3.050 0.252 -2.620 0.3 -0.2 -0.3 -0.822
C 2.077 0.567 -1.737 0.0 0.3 -0.4 0.700
O 1.883 -0.097 -0.742 -0.2 -0.2 0.2 -0.653
C 1.284 1.804 -2.125 -0.3 0.1 0.4 -0.539
C 0.198 2.198 -1.108 0.2 0.1 -0.1 -0.049
N 0.758 2.241 0.233 -0.2 0.0 0.0 -0.627
C 1.598 3.226 0.609 -0.1 -0.2 0.7 0.696
O 1.780 4.236 -0.037 0.2 0.4 -0.3 -0.637
C 2.336 2.909 1.910 0.0 0.2 -0.2 -0.537
C 3.267 1.780 1.576 0.2 -0.2 0.2 0.083
C 4.307 2.001 0.678 -0.1 0.0 0.1 -0.238
C 5.088 0.955 0.229 0.1 -0.1 0.0 -0.228
C 4.827 -0.322 0.693 0.1 -0.2 0.0 -0.081
Br 5.843 -1.784 0.005 -0.1 0.2 0.1 0.034
C 3.827 -0.563 1.616 0.1 -0.1 -0.1 -0.217
C 3.046 0.493 2.049 0.1 0.2 0.0 -0.234
C -1.025 1.315 -1.071 -0.2 0.0 0.0 -0.116
C -1.116 0.066 -1.694 -0.2 0.1 0.2 -0.071
C -2.226 -0.723 -1.541 -0.1 0.0 -0.1 -0.303
C -3.324 -0.339 -0.745 0.0 0.5 0.0 0.235
N -4.405 -1.131 -0.580 -0.7 0.1 0.3 -0.591
C -4.425 -2.564 -0.694 0.1 -0.3 0.2 -0.199
C -3.868 -3.244 0.579 0.0 0.1 -0.3 -0.433
C -2.422 -2.885 0.757 0.1 -0.1 0.2 0.007
C -1.433 -3.597 0.087 -0.1 0.0 0.0 -0.240
C -0.110 -3.200 0.147 0.0 0.0 0.0 -0.177
C 0.254 -2.077 0.868 0.0 0.2 0.2 -0.300
C -0.735 -1.388 1.541 0.0 -0.2 -0.1 0.467
F -0.397 -0.282 2.246 0.0 0.0 0.0 -0.346
C -2.061 -1.775 1.510 0.2 0.0 0.2 -0.318
C -3.248 0.954 -0.161 1.0 -0.4 -0.7 -0.021
N -4.263 1.492 0.666 -0.5 0.4 0.5 0.521
O -4.090 2.588 1.164 -0.1 0.1 0.1 -0.381
O -5.285 0.835 0.869 -0.2 0.0 0.1 -0.440
C -2.104 1.740 -0.330 0.0 -0.1 -0.1 -0.138
H 3.259 0.829 -3.416 0.0 0.0 0.0 0.396
H 3.658 -0.525 -2.419 0.0 0.0 0.1 0.409
H 1.989 2.638 -2.182 0.0 0.0 -0.1 0.256
H 0.842 1.668 -3.113 0.1 0.0 -0.1 0.234
H -0.109 3.226 -1.344 0.1 -0.2 0.0 0.237
H 0.789 1.357 0.719 0.1 0.0 0.0 0.424
H 1.626 2.621 2.685 0.0 0.0 0.0 0.231
H 2.883 3.800 2.222 -0.1 0.0 0.0 0.242
H 4.484 3.000 0.308 0.0 0.1 -0.1 0.228
H 5.881 1.125 -0.485 0.1 0.0 0.0 0.226
H 3.648 -1.565 1.976 0.0 -0.1 0.0 0.228
H 2.245 0.307 2.750 -0.1 0.0 0.1 0.223
H -0.302 -0.302 -2.297 0.1 -0.1 -0.1 0.207
H -2.249 -1.680 -2.035 0.0 -0.1 0.0 0.220
H -5.113 -0.735 0.037 0.3 -0.1 -0.3 0.430
H -3.849 -2.888 -1.563 -0.1 0.0 0.0 0.196
H -5.464 -2.868 -0.839 0.1 0.0 -0.1 0.211
H -3.985 -4.323 0.473 0.0 -0.1 0.1 0.218
H -4.452 -2.910 1.438 0.0 -0.1 0.0 0.215
H -1.708 -4.467 -0.491 0.0 -0.1 -0.1 0.210
H 0.646 -3.760 -0.382 0.1 0.0 -0.1 0.217
H 1.270 -1.722 0.889 0.1 0.1 0.0 0.252
H -2.796 -1.210 2.063 -0.1 0.1 0.0 0.230
H -2.082 2.703 0.160 0.0 0.0 0.0 0.252
```
Positions in Å, forces in eV/Å.

The following is a quantum chemistry calculation of a molecular structure, C25H24CeF5IN2O8 in a non-equilibrium geometry, from OMol25.

Output
- multiplicity = 1
- orbital gap (eV) = 7.02
- LUMO (eV) = -1.905
- energy (eV) = -80293.510
- relative energy (zero: lowest compared OMol25 entry of this formula, charge and spin) (kcal per mole) = 16.4

Structure (XYZ):
```
66
Properties=species:S:1:pos:R:3:forces:R:3:mulliken_charge:R:1
Ce 0.505 -1.468 0.423 -1.9 0.5 -1.5 1.319
O 1.904 -1.873 3.910 0.2 -0.2 0.1 -0.631
C 0.874 -2.184 3.344 -0.2 -0.3 0.5 -0.203
O 0.837 -2.749 2.161 0.3 0.5 0.3 -0.558
C -0.443 -1.755 4.002 -0.1 0.1 -0.3 0.277
C -0.372 -0.216 3.948 -0.2 -0.1 0.0 -0.406
C -1.500 0.453 4.732 0.0 0.0 0.0 -1.054
C -2.708 0.254 3.788 0.1 0.0 0.0 -0.909
C -2.081 -0.588 2.685 0.0 0.0 0.1 0.013
O -0.749 -0.003 2.556 0.0 -0.2 0.0 -0.389
C -1.768 -2.003 3.214 0.0 0.1 -0.1 0.228
C -1.691 -3.035 2.092 -0.2 0.1 0.0 -0.238
O -1.852 -4.206 2.318 0.0 -0.1 -0.1 -0.694
O -1.515 -2.502 0.890 0.5 -0.1 0.3 -0.578
H -0.458 -2.151 5.014 0.0 0.0 0.0 0.657
H 0.615 0.181 4.148 0.1 0.0 -0.1 0.656
H -1.630 -0.013 5.708 0.0 0.0 0.0 0.368
H -1.279 1.507 4.884 0.0 0.0 0.0 0.367
H -3.545 -0.261 4.257 0.0 0.0 0.0 0.385
H -3.064 1.203 3.389 0.0 0.0 0.0 0.372
H -2.583 -0.556 1.726 0.0 0.0 -0.1 0.112
H -2.545 -2.357 3.888 0.0 0.0 0.1 0.819
C -3.646 -0.710 -1.133 0.0 0.0 0.0 -1.041
C -2.805 0.345 -1.792 0.0 -0.1 0.1 0.519
N -3.337 1.033 -2.784 0.0 0.1 -0.1 -0.669
C -2.627 2.012 -3.361 -0.1 -0.1 0.1 -1.131
C -1.360 2.370 -2.962 0.1 0.1 0.0 0.621
C -0.652 3.508 -3.650 0.0 0.0 0.1 -0.870
O -0.435 4.630 -2.793 0.0 -0.1 0.0 -0.530
C -0.769 1.636 -1.919 0.3 0.1 0.1 -0.083
C 0.565 2.005 -1.442 -0.1 0.1 0.0 -1.125
N 1.361 1.282 -0.750 0.2 -0.3 0.1 0.315
C 2.646 1.845 -0.518 0.0 0.1 -0.1 -0.340
C 3.266 2.699 -1.437 0.0 0.0 0.0 -0.440
C 4.509 3.251 -1.187 0.0 0.0 0.0 -0.842
C 5.185 2.949 -0.014 0.0 0.0 0.0 -0.649
C 4.616 2.060 0.882 0.0 0.0 0.0 -0.758
C 3.372 1.511 0.617 -0.1 -0.2 0.2 0.907
I 2.687 0.076 1.981 0.7 0.6 0.4 0.271
C -1.484 0.596 -1.343 0.0 0.0 0.1 0.124
O -0.945 -0.118 -0.371 0.0 -0.5 0.0 0.300
H -4.191 -1.273 -1.890 0.0 0.0 0.0 0.422
H -4.388 -0.234 -0.486 0.0 0.0 0.0 0.335
H -3.048 -1.388 -0.528 0.0 0.0 0.0 0.067
H -3.110 2.529 -4.184 0.0 0.0 0.0 0.366
H -1.224 3.803 -4.532 0.0 0.0 0.0 0.385
H 0.339 3.205 -3.990 0.0 0.0 0.0 0.344
H -1.267 4.833 -2.351 0.0 0.0 0.0 0.364
H 0.868 3.015 -1.717 0.0 0.0 0.0 1.309
H 2.779 2.906 -2.381 0.0 0.0 0.0 0.515
H 4.957 3.908 -1.920 0.0 0.0 0.0 0.407
H 6.158 3.375 0.191 0.0 0.0 0.0 0.391
H 5.143 1.774 1.784 0.0 0.0 0.0 0.381
F 2.239 -2.834 -0.363 0.4 -0.3 -0.2 -0.309
C 2.102 -1.846 -1.443 0.3 -0.2 0.7 0.242
F 3.081 -0.950 -1.097 0.2 0.1 -0.3 -0.161
C 2.640 -2.589 -2.661 -0.5 0.2 0.0 0.788
F 3.896 -2.997 -2.481 0.1 -0.1 -0.1 -0.238
F 2.618 -1.758 -3.714 0.0 0.0 -0.1 -0.246
F 1.891 -3.654 -2.946 0.1 0.0 -0.1 -0.219
C -1.155 -3.013 -2.429 0.1 0.0 -0.1 -0.610
O -0.389 -3.292 -1.252 0.0 0.4 0.3 -0.368
H -2.088 -3.575 -2.412 0.0 0.0 0.0 0.356
H -0.567 -3.326 -3.287 0.0 0.0 0.0 0.292
H -1.379 -1.948 -2.523 0.0 0.0 0.0 0.104
H -1.006 -3.334 -0.489 -0.3 -0.4 -0.1 0.590
```
Positions in Å, forces in eV/Å.

The following is a quantum chemistry calculation of a molecular structure, C25H24Cl2GeN2O8Ti in a non-equilibrium geometry, from OMol25.

Output
- multiplicity = 1
- orbital gap (eV) = 6.03
- LUMO (eV) = -2.003
- energy (eV) = -150346.770
- relative energy (zero: lowest compared OMol25 entry of this formula, charge and spin) (kcal per mole) = 5.4

Structure (XYZ):
```
63
Properties=species:S:1:pos:R:3:forces:R:3:nbo_charge:R:1
Ti 0.612 -0.697 0.203 -0.3 1.9 -0.7 1.706
Cl 0.602 -7.885 0.367 0.0 -0.1 0.0 0.023
C 0.453 -6.184 0.092 0.1 0.0 0.1 -0.096
C -0.416 -5.731 -0.926 0.0 0.2 0.1 -0.123
C -0.573 -4.395 -1.157 -0.1 0.0 -0.1 -0.293
C 0.135 -3.437 -0.394 0.2 -0.3 0.1 0.517
O 0.003 -2.181 -0.634 -0.9 -2.8 -1.1 -0.688
C 1.019 -3.907 0.633 -0.2 0.3 -0.3 -0.307
C 1.744 -2.993 1.415 0.0 -0.4 0.1 0.424
O 1.653 -1.729 1.354 0.7 -1.2 1.0 -0.644
C 1.156 -5.302 0.850 0.1 -0.1 0.1 -0.137
H -0.958 -6.457 -1.516 0.0 0.0 0.0 0.239
H -1.244 -4.029 -1.923 0.0 0.0 0.0 0.243
H 2.446 -3.400 2.147 0.0 0.1 0.0 0.186
H 1.815 -5.659 1.631 0.0 0.0 0.0 0.233
Cl 4.481 4.754 -2.096 0.1 0.2 0.0 -0.001
C 3.717 3.207 -1.963 -0.1 -0.2 0.0 -0.043
C 2.698 2.867 -2.835 0.0 0.1 0.0 -0.248
C 2.091 1.627 -2.726 0.2 -0.1 0.0 -0.176
C 2.490 0.699 -1.758 0.4 0.2 -0.2 -0.045
C 1.806 -0.600 -1.625 -0.5 0.4 0.4 -0.762
C 3.540 1.068 -0.906 -0.1 -0.1 -0.2 -0.202
C 4.146 2.305 -1.001 0.1 0.1 0.1 -0.213
H 2.385 3.566 -3.600 0.0 0.0 0.0 0.226
H 1.304 1.358 -3.423 0.1 0.0 0.0 0.203
H 2.498 -1.404 -1.348 0.0 -0.1 -0.1 0.218
H 1.239 -0.867 -2.516 0.0 -0.1 0.0 0.230
H 3.882 0.367 -0.152 0.0 0.0 0.0 0.207
H 4.945 2.580 -0.327 0.0 0.0 0.0 0.229
O 1.459 3.154 0.966 0.0 -0.2 0.1 -0.546
C 0.773 2.328 0.426 0.0 0.8 -0.2 0.807
O 0.895 1.025 0.602 0.2 2.0 0.2 -0.757
C -0.354 2.762 -0.499 -0.1 -0.6 0.0 -0.159
C -0.741 1.965 -1.569 -0.2 -0.1 0.1 -0.065
C -1.865 2.296 -2.305 0.3 0.2 0.5 -0.008
C -2.630 3.407 -2.003 -0.1 0.1 -0.2 -0.148
C -2.209 4.203 -0.955 0.3 -0.4 -0.1 0.009
C -1.076 3.907 -0.210 0.0 0.2 0.1 -0.116
N -3.021 5.371 -0.587 -0.2 0.3 0.0 0.531
O -4.078 5.521 -1.168 0.2 0.0 0.1 -0.365
O -2.586 6.105 0.276 0.0 -0.1 -0.1 -0.359
N -2.283 1.388 -3.379 -0.1 -0.1 -0.2 0.532
O -3.233 1.720 -4.057 0.1 0.0 0.1 -0.357
O -1.653 0.355 -3.513 -0.1 0.1 0.0 -0.373
H -0.187 1.076 -1.832 -0.1 0.0 0.1 0.244
H -3.523 3.643 -2.561 0.0 0.0 0.0 0.283
H -0.776 4.556 0.602 0.0 0.0 0.0 0.274
C -2.991 -0.120 3.450 0.2 -0.1 -0.1 -1.059
Ge -1.285 -0.786 2.690 -0.6 0.1 0.7 1.546
C -1.146 -2.713 3.135 0.0 0.3 -0.1 -1.075
C 0.177 0.267 3.513 -0.2 -0.2 -0.2 -1.063
C -1.418 -0.498 0.752 0.5 0.0 -0.2 -1.213
H -3.035 -0.254 4.531 0.0 0.0 0.0 0.227
H -3.834 -0.647 3.002 0.0 0.0 0.0 0.228
H -3.102 0.943 3.230 0.0 0.0 0.0 0.229
H -1.641 -2.900 4.087 0.0 0.0 0.0 0.239
H -0.116 -3.057 3.218 0.0 0.0 0.1 0.212
H -1.645 -3.308 2.368 0.0 0.0 0.0 0.229
H 0.266 0.037 4.575 -0.1 -0.1 0.0 0.233
H -0.043 1.330 3.415 0.0 0.0 0.0 0.238
H 1.134 0.077 3.034 0.1 0.0 0.1 0.234
H -1.807 0.510 0.619 0.0 0.2 0.0 0.229
H -2.099 -1.204 0.278 0.0 0.0 0.1 0.234
```
Positions in Å, forces in eV/Å.